Entry 1:
Entry from OMol25: the ion C5H14N2 with charge +2 (ωB97M-V/def2-TZVPD).

Geometry (Å):
C (1.416, 1.232, 2.891)
N (1.167, 1.068, 1.657)
C (0.391, -0.027, 1.073)
C (0.556, -0.046, -0.474)
C (-0.800, -0.150, -1.215)
C (-1.845, -1.131, -0.649)
N (-0.627, -0.631, -2.683)
H (2.082, 1.940, 3.377)
H (0.875, 0.639, 3.631)
H (1.580, 1.716, 0.997)
H (0.527, -0.991, 1.552)
H (-0.657, 0.215, 1.299)
H (1.075, 0.833, -0.868)
H (1.197, -0.885, -0.770)
H (-1.248, 0.844, -1.272)
H (-2.115, -0.913, 0.378)
H (-2.728, -1.099, -1.288)
H (-1.403, -2.135, -0.644)
H (0.308, -1.005, -2.885)
H (-0.707, 0.059, -3.425)
H (-1.174, -1.485, -2.722)

The value obtained for the relative energy (zero: lowest compared OMol25 entry of this formula, charge and spin) is 14.2 kcal/mol. The value obtained for the total energy is -307.76589 hartree. For the highest occupied orbital energy, the calculation gives -20.2 eV. The net charge is +2.



Entry 2:
Entry from OMol25: the ion C6H13N with charge +1 (ωB97M-V/def2-TZVPD).

Geometry (Å):
C (2.166, 0.013, 1.153)
N (2.034, 0.364, -0.206)
C (-0.399, 1.193, -0.471)
C (-1.430, 0.699, 0.484)
C (-2.159, -0.422, -0.072)
C (0.685, 0.119, -0.818)
C (0.246, -1.431, -0.855)
H (1.621, 0.549, 1.872)
H (3.275, 0.100, 1.362)
H (2.018, -1.048, 1.391)
H (0.241, 2.205, -0.259)
H (-0.948, 1.376, -1.437)
H (-1.942, 1.737, 0.647)
H (-0.986, 0.412, 1.390)
H (-2.438, -1.118, 0.683)
H (-3.260, -0.087, -0.512)
H (0.910, 0.263, -1.894)
H (-0.786, -1.143, -0.514)
H (0.769, -2.026, -0.079)
H (0.384, -1.754, -1.865)

The value obtained for the relative energy (zero: lowest compared OMol25 entry of this formula, charge and spin) is 153.9 kcal/mol. The value obtained for the total energy is -290.63346 hartree. For the highest occupied orbital energy (alpha / beta), the calculation gives -13.7 / -13.4 eV. Its spin multiplicity is 2. The net charge is +1.



Entry 3:
Entry from OMol25: a structure of composition C4H10NO3 (ωB97M-V/def2-TZVPD).

Geometry (Å):
C (-0.491, 0.774, 1.000)
C (-0.771, 0.649, -0.509)
C (0.517, 0.225, -1.230)
C (1.312, -0.916, -0.579)
O (2.409, -0.653, -0.063)
O (0.718, -2.023, -0.592)
N (-1.465, 1.815, -1.462)
H (-1.388, 1.046, 1.548)
H (0.030, -0.135, 1.291)
H (0.255, 1.567, 1.094)
H (-1.749, 1.575, -0.471)
H (1.107, 1.122, -1.490)
H (0.226, -0.099, -2.238)
H (-1.359, -0.240, -0.693)
H (-0.729, 2.518, -1.329)
H (0.870, -2.512, 1.233)
H (-0.115, -2.058, 2.315)
O (0.622, -2.656, 2.175)

The value obtained for the relative energy (zero: lowest compared OMol25 entry of this formula, charge and spin) is 72.2 kcal/mol. The value obtained for the total energy is -438.87014 hartree. For the highest occupied orbital energy, the calculation gives -4.6 eV. The net charge is -1.



Entry 4:
Entry from OMol25: the molecule C6H11NO (ωB97M-V/def2-TZVPD).

Geometry (Å):
N (-1.796, 1.179, -2.730)
C (-1.070, 0.653, -1.646)
C (-1.619, 0.023, -0.613)
C (-0.882, -0.773, 0.445)
C (0.665, -0.797, 0.362)
C (1.357, 0.267, 1.248)
C (2.489, -0.322, 2.058)
O (3.604, -0.450, 1.605)
H (-1.561, 2.127, -3.004)
H (-2.790, 1.022, -2.726)
H (-0.003, 0.808, -1.783)
H (-2.690, -0.102, -0.559)
H (-1.156, -0.414, 1.439)
H (-1.227, -1.798, 0.353)
H (0.973, -1.814, 0.592)
H (0.988, -0.606, -0.661)
H (1.824, 1.013, 0.619)
H (0.612, 0.668, 1.923)
H (2.280, -0.685, 3.077)

The value obtained for the relative energy (zero: lowest compared OMol25 entry of this formula, charge and spin) is 38.4 kcal/mol. The value obtained for the total energy is -365.17033 hartree. For the highest occupied orbital energy, the calculation gives -8.3 eV.